Molecular formula: C4H5NO3
Method: DFT, ωB97M-V with the def2-TZVPD basis set

## Properties
HOMO-LUMO gap = 9.2 eV
HOMO = -0.315 Ha
2S+1 = 1
Energy relative to the best compared isomer or geometry (same formula, charge and spin) = 28.67 kcal per mole
Structure (SMILES) = Cc1nc(O)oc1O

```
13
Properties=species:S:1:pos:R:3:forces:R:3:mulliken_charge:R:1
O 1.08545 1.45717 -0.14951 -0.7 -1.4 0.2 -0.30
C 1.63527 0.24345 -0.04187 1.5 -0.2 0.0 0.67
C -0.28816 1.10190 -0.15156 0.0 -0.9 0.2 0.16
H -1.01573 2.50619 0.78386 0.0 0.9 1.7 0.33
H 3.15566 -0.77060 -0.07822 0.2 -0.3 0.0 0.36
H -2.46683 -0.77661 0.06568 0.3 -0.4 0.0 0.27
H -1.63496 -1.87474 -1.01056 0.6 -0.1 0.3 0.27
O 2.96521 0.16983 -0.04829 0.2 0.9 0.0 -0.49
O -1.10979 2.15226 -0.07334 -0.5 -0.6 -1.9 -0.53
C -0.42289 -0.25362 -0.08243 1.2 -0.1 -0.4 0.51
H -1.29774 -1.86212 0.83896 -0.3 -0.5 -0.8 0.29
C -1.50488 -1.30530 -0.08859 -1.0 2.1 1.2 -0.95
N 0.89936 -0.78779 0.03587 -1.3 0.5 -0.6 -0.59
```
Positions in Å, forces in eV/Å.